Density functional theory data (ωB97M-V/def2-TZVPD) for C28H23BrDyF3N3O7S2 as an isolated structure.

Cartesian coordinates (Å):
1 Dy 0.58457 0.25959 0.44364
2 Br 2.69257 -0.65061 -1.01436
3 S 1.97637 0.68349 3.30884
4 S 0.24547 2.66079 1.07654
5 F -1.65823 1.81569 -6.48906
6 F -0.65583 3.66219 -6.05496
7 F -2.71103 3.39049 -5.48246
8 O -0.15413 -2.19741 -1.23526
9 O 2.50647 -4.34491 -4.54856
10 O -0.92783 2.18039 0.30634
11 O 1.93367 -0.32631 2.20634
12 O 1.41367 2.21139 0.26054
13 O 0.25237 4.06849 1.36024
14 O 0.27477 1.81579 2.33234
15 N -7.03433 -3.32551 6.32454
16 N -0.25283 -1.49471 -3.41866
17 N -0.22733 0.87789 -1.95176
18 C 1.07297 -2.50041 -5.12156
19 C 2.69827 3.33169 3.05074
20 C -2.01053 -1.32411 2.29544
21 C -5.13903 -2.48891 4.83054
22 C -1.52093 2.77489 -5.54426
23 C 3.38507 4.37609 2.45504
24 C -3.05653 -1.70771 3.15724
25 C 0.25297 -2.34531 -2.54036
26 C -6.18143 -2.93001 5.66324
27 C 4.30167 4.11879 1.44904
28 C -1.51493 0.93029 -2.26806
29 C 1.17777 -3.32821 -2.87796
30 C -1.07313 2.19369 -4.23446
31 C -3.99333 -1.89121 5.36894
32 C 4.53957 2.81849 1.03624
33 C -2.96553 -1.50731 4.54134
34 C 1.60417 -3.40151 -4.19836
35 C -4.21483 -2.29301 2.62544
36 C 0.16437 -1.56531 -4.67146
37 C 0.26737 2.19159 -3.88556
38 C -1.99293 1.57319 -3.39806
39 C -1.14453 -1.02421 1.48654
40 C 3.85957 1.76909 1.62914
41 C 0.63677 1.52129 -2.72616
42 C 2.94747 2.03809 2.63514
43 C -1.16763 -3.11821 -0.84386
44 C -5.24453 -2.67771 3.44754
45 C 3.45117 0.02619 4.26874
46 H 3.69137 0.72769 5.05844
47 H 1.68027 1.47289 -2.43766
48 H 2.79427 -4.20111 -5.45946
49 H -0.26943 -0.84351 -5.35126
50 H 1.00197 2.68749 -4.50156
51 H 4.29697 -0.09511 3.60534
52 H -2.07563 -1.04281 4.94094
53 H -6.14103 -3.12491 3.04074
54 H -0.96783 -4.12291 -1.23266
55 H 1.94607 3.51159 3.80434
56 H -2.14183 -2.77321 -1.20476
57 H 3.17297 -0.93041 4.69494
58 H -1.16623 -3.13251 0.24744
59 H -3.04673 1.57519 -3.62846
60 H 4.01627 0.75099 1.29094
61 H 5.23637 2.61639 0.23624
62 H 4.83347 4.93369 0.97494
63 H 1.60317 -3.97531 -2.13046
64 H -3.93133 -1.73611 6.43734
65 H -2.19703 0.42809 -1.59296
66 H -4.27893 -2.43101 1.55604
67 H 1.35867 -2.53381 -6.16476
68 H 3.18627 5.39209 2.76214

The value obtained for the energy relative to the best compared isomer or geometry (same formula, charge and spin) is 0.0 kcal per mole. The total charge is -1. The calculation puts the HOMO energy (alpha / beta) at -0.2178 / -0.2178 Eh. As for the expectation value of S²: 9.326. As for the total energy: -6326.9498 Ha. The multiplicity is 6. The value obtained for the HOMO-LUMO gap (alpha / beta) is 8.11 / 8.11 eV.

These are the Löwdin partial charges, in e, on atoms 1 to 4: number 1, Dy, carries 1.176; number 2, Br, carries 0.072; number 3, S, carries 0.975; number 4, S, carries 0.252